{
  "formula": "C65H83ClF7N4O5P2S2",
  "method": "the ωB97M-V functional and the def2-TZVPD basis",
  "charge": 1,
  "e_above_lowest_ev": 0.000,
  "total_energy_ev": -156739.3834,
  "homo_energy_ev": -10.175,
  "elements": ["Cl", "S", "S", "P", "P", "F", "F", "F", "F", "F", "F", "F", "O", "O", "O", "O", "O", "N", "N", "N", "N", "C", "C", "C", "C", "C", "C", "C", "C", "C", "C", "C", "C", "C", "C", "C", "C", "C", "C", "C", "C", "C", "C", "C", "C", "C", "C", "C", "C", "C", "C", "C", "C", "C", "C", "C", "C", "C", "C", "C", "C", "C", "C", "C", "C", "C", "C", "C", "C", "C", "C", "C", "C", "C", "C", "C", "C", "C", "C", "C", "C", "C", "C", "C", "C", "C", "H", "H", "H", "H", "H", "H", "H", "H", "H", "H", "H", "H", "H", "H", "H", "H", "H", "H", "H", "H", "H", "H", "H", "H", "H", "H", "H", "H", "H", "H", "H", "H", "H", "H", "H", "H", "H", "H", "H", "H", "H", "H", "H", "H", "H", "H", "H", "H", "H", "H", "H", "H", "H", "H", "H", "H", "H", "H", "H", "H", "H", "H", "H", "H", "H", "H", "H", "H", "H", "H", "H", "H", "H", "H", "H", "H", "H", "H", "H", "H", "H", "H", "H"],
  "xyz": [[-0.0543, 1.2320, -1.9292], [4.5216, -1.9913, 1.2927], [4.7916, 0.5956, -0.1276], [-1.1123, -0.4815, -2.3894], [-10.0727, 1.0106, 0.3445], [15.3066, 2.4033, -5.0898], [-5.5481, -9.3555, -5.9723], [-6.6029, -4.0673, -0.1267], [-8.5463, 1.8298, 4.5191], [5.8001, -0.3419, 8.2029], [8.5593, 2.3796, -3.8100], [6.9864, 1.7951, -7.3209], [-0.0071, -1.6473, -2.2306], [-10.3282, 0.3458, -0.9439], [-10.8347, 0.2294, 1.5128], [-10.4067, 2.5599, 0.3515], [-4.3360, -1.7999, -3.4323], [-2.0246, -0.7427, -0.8413], [-3.8286, 0.0884, -2.0939], [-4.1327, -0.5311, 0.1701], [2.9886, 0.1895, 1.7736], [-8.4612, -4.9419, 1.0382], [-5.2750, -5.9003, -4.9780], [-9.1585, 3.4877, 6.0804], [1.8079, -0.6600, 1.9113], [8.5696, 1.7222, -0.5459], [5.7737, 2.0367, -6.7870], [4.4412, 2.6739, -4.9204], [-5.5675, -0.5305, -0.2740], [-9.7375, -5.4852, 0.9977], [-5.4166, -7.0194, -5.7851], [4.6530, 1.8893, -7.5795], [15.4516, 1.1911, -4.5103], [-4.8933, -0.8319, -2.6116], [-9.5212, 4.8037, 6.3295], [9.0234, -1.1446, 9.6184], [-5.2566, -8.4344, -3.8328], [-7.9579, -0.6191, 0.5342], [10.4403, 3.7012, -3.3023], [-5.1074, -7.3092, -3.0362], [-1.5548, -1.2325, 0.4916], [5.6923, 2.4234, -5.4647], [4.6363, 1.6074, 3.0635], [15.4677, -0.1597, -2.5521], [3.4066, 2.1353, -7.0224], [15.7181, 0.0985, -5.3089], [-11.4650, 4.2353, -1.0441], [0.9537, -0.6022, 0.6469], [-7.8540, -4.6059, -0.1522], [-13.0257, 0.9064, 2.3026], [12.4829, 3.3700, -4.5296], [-5.6104, -1.5094, -1.4429], [-9.3792, 5.3046, 3.9819], [-9.7353, -5.3439, -1.4034], [9.3592, 0.0729, 10.1941], [-9.6335, 5.7114, 5.2843], [-0.1227, -1.7019, 0.6526], [-9.0074, 3.9933, 3.7249], [4.9638, 2.0368, 4.5120], [9.8523, 2.7046, -4.0557], [3.4006, 0.7316, 3.0879], [7.3289, 0.9759, -1.0813], [3.2983, 2.5288, -5.6956], [-11.6821, 2.9608, -0.2297], [-8.3237, 0.8504, 0.7670], [-5.4068, -8.2678, -5.1954], [11.8703, 2.3743, -5.2769], [-11.5290, 0.9608, 2.5520], [15.8671, -1.1432, -4.7087], [-8.9055, 3.1101, 4.7785], [4.0421, -0.4545, 1.0877], [7.8185, -1.2923, 8.9471], [15.7404, -1.2744, -3.3327], [-6.4838, -0.8946, 0.8827], [-5.1183, -6.0435, -3.6063], [-3.3003, -0.4163, -0.9015], [6.5518, 0.2494, 0.0336], [-8.4636, -4.7919, -1.3732], [10.5470, 2.0319, -5.0393], [6.9724, -0.2061, 8.8598], [8.4888, 1.1495, 10.0957], [11.7665, 4.0306, -3.5412], [5.6713, 0.8935, 5.2724], [-10.3731, -5.6883, -0.2196], [15.3246, 1.0882, -3.1405], [7.2847, 1.0155, 9.4200], [15.3652, -0.2602, -1.4801], [2.5181, 2.0192, -7.6284], [-4.1870, 1.0246, -1.9540], [-13.5705, 1.6421, 2.8892], [-12.0892, 2.1778, -0.8607], [9.8654, 4.2113, -2.5406], [-6.6195, -1.8121, -1.7053], [-6.2108, -0.2611, 1.7305], [-6.3198, -1.9271, 1.1894], [6.5943, 2.5242, -4.8792], [-7.9436, -4.7835, 1.9754], [4.4805, 2.4624, 2.4093], [4.0154, 2.2479, 5.0053], [15.1180, 1.9714, -2.5510], [4.7607, 1.5889, -8.6129], [15.8548, -2.2451, -2.8697], [-11.9243, 4.1389, -2.0225], [-5.2880, -4.9141, -5.4227], [1.2110, -0.2418, 2.7234], [-12.3469, 3.1577, 0.6072], [4.3603, 2.9846, -3.8870], [-13.3861, -0.0726, 2.6175], [-3.9707, -1.4326, 0.6200], [-10.3945, 4.3628, -1.1943], [0.4332, 0.3554, 0.6764], [-10.2350, -5.7506, 1.9203], [8.7355, 2.5925, -1.1757], [-9.0721, 2.7636, 6.8793], [7.7018, 0.2308, -1.7797], [-1.7712, -0.4566, 1.2284], [-9.7165, 5.1205, 7.3447], [13.5104, 3.6303, -4.7175], [-7.9472, -4.5088, -2.2816], [-5.2577, -9.4301, -3.4106], [16.0832, -2.0099, -5.3184], [2.0322, -1.6893, 2.1989], [12.4255, 1.8604, -6.0501], [-9.9201, 6.7346, 5.4847], [10.2980, 0.1830, 10.7194], [5.5894, 2.9224, 4.4672], [-2.1916, -2.0814, 0.7525], [15.8069, 0.2233, -6.3798], [-5.6118, -0.1957, -3.1333], [-9.4705, 6.0072, 3.1647], [1.5685, -0.6005, -0.2497], [6.5942, 1.8428, 9.3258], [7.5337, -2.2339, 8.4972], [-11.3659, -6.1154, -0.2462], [5.1069, 0.5895, 6.1457], [-10.2275, -5.5040, -2.3525], [0.8708, -1.2498, -2.1415], [-11.3243, 0.4222, 3.4754], [-3.8242, -1.3726, -4.1236], [-5.0860, -2.4244, -1.1612], [6.9254, 0.5684, 1.0035], [-7.7252, 1.4694, 0.1014], [5.7520, 0.0042, 4.6446], [6.6954, 1.6555, -1.6479], [12.2403, 4.8042, -2.9521], [-8.1687, 1.0970, 1.8179], [-5.8265, 0.4677, -0.6225], [-5.5330, -6.9328, -6.8568], [2.5768, 1.3700, 3.4141], [-8.1271, -0.8929, -0.5036], [0.1050, -2.5184, -0.0258], [-11.8125, 5.1195, -0.5192], [2.3243, 2.7243, -5.2663], [-8.5675, -1.2739, 1.1534], [10.0540, 1.2550, -5.6090], [9.4430, 1.0908, -0.6918], [-4.9832, -7.4225, -1.9675], [3.4903, -0.0731, 3.8258], [-13.2710, 0.9829, 1.2465], [8.4558, 2.0255, 0.4902], [9.7015, -1.9839, 9.6911], [-8.7957, 3.6518, 2.7190], [6.7261, -0.8196, -0.0443], [8.7470, 2.0981, 10.5465], [-11.1387, 1.9674, 2.6914], [-5.0050, -5.1672, -2.9804], [6.6873, 1.1732, 5.5377], [5.4979, 1.0400, 2.7129], [-0.0888, -2.1527, 1.6470]],
  "forces_ev_per_angstrom": [[-0.09, -0.17, 0.03], [-0.08, -0.16, 0.20], [-0.24, 0.42, 0.69], [-0.36, -0.28, -0.57], [0.38, -1.18, -1.12], [0.16, -0.06, -0.06], [0.00, -0.02, -0.01], [0.04, -0.02, 0.06], [0.00, -0.02, -0.02], [-0.02, -0.06, 0.09], [0.03, -0.03, 0.00], [0.01, -0.01, 0.00], [0.05, 0.68, 0.03], [-0.09, 0.17, -0.04], [-0.04, 1.12, 0.21], [-0.16, -0.28, 0.44], [0.06, -0.17, 0.22], [-0.03, 0.12, 0.38], [0.11, -0.19, -0.06], [-0.33, -0.75, -1.41], [-0.21, -0.53, -0.01], [0.11, 0.06, 0.16], [0.01, -0.05, 0.07], [0.01, -0.12, 0.13], [-0.27, 0.23, 0.03], [-0.35, -0.13, -0.82], [-0.13, 0.03, 0.05], [-0.06, -0.04, -0.09], [-0.16, -0.54, 0.33], [-0.02, 0.00, -0.10], [-0.02, 0.04, -0.14], [-0.01, -0.05, -0.15], [0.01, -0.14, 0.07], [-0.40, 0.05, 0.36], [0.00, 0.03, -0.10], [-0.02, 0.09, 0.02], [0.00, -0.13, 0.08], [0.68, -0.37, 0.30], [-0.16, 0.08, 0.16], [-0.02, 0.06, -0.07], [0.02, -0.32, 0.00], [0.09, 0.03, 0.12], [0.21, -0.15, 0.62], [0.01, -0.04, -0.08], [0.03, 0.01, 0.08], [0.00, 0.01, -0.17], [0.38, -0.31, 0.17], [-0.60, 0.04, 0.35], [-0.19, -0.09, -0.02], [-0.02, -0.49, 0.10], [-0.11, 0.09, 0.05], [-0.02, 0.16, -0.22], [-0.02, -0.02, 0.13], [-0.03, 0.00, 0.12], [0.04, 0.01, 0.02], [-0.02, 0.03, 0.01], [0.45, -0.01, 0.07], [0.05, -0.09, -0.27], [-0.07, -0.78, -0.57], [0.37, 0.15, 0.02], [-0.22, 0.64, -0.30], [0.40, -0.05, 0.33], [-0.04, -0.01, 0.03], [0.05, 0.83, 0.02], [-0.42, -0.27, 0.08], [0.02, 0.11, 0.08], [0.01, 0.06, 0.07], [-0.26, -0.50, 0.49], [-0.02, 0.03, 0.09], [-0.05, 0.14, 0.04], [0.62, 0.09, -0.47], [-0.03, -0.14, -0.07], [0.00, -0.04, 0.01], [0.09, 0.55, 0.15], [-0.01, 0.09, 0.07], [0.29, 0.50, 0.50], [0.46, -0.42, -0.61], [0.12, 0.09, -0.20], [-0.19, -0.20, -0.11], [0.14, 0.02, 0.07], [0.03, -0.09, -0.02], [-0.03, -0.11, -0.09], [-0.18, 0.15, -0.37], [-0.02, -0.01, 0.00], [-0.04, 0.12, 0.10], [-0.09, 0.13, -0.01], [0.01, 0.01, 0.01], [0.00, 0.01, -0.03], [0.04, 0.11, -0.11], [0.05, 0.19, -0.05], [0.14, -0.28, 0.08], [-0.02, -0.01, -0.01], [-0.08, 0.11, -0.15], [0.07, -0.07, 0.11], [-0.05, -0.14, -0.13], [0.02, 0.01, -0.03], [0.01, 0.00, -0.01], [-0.03, 0.02, -0.10], [0.07, 0.46, 0.13], [-0.01, 0.01, -0.02], [0.02, -0.01, 0.01], [0.00, 0.00, 0.00], [-0.16, 0.21, -0.03], [0.01, 0.00, -0.02], [-0.02, -0.01, 0.07], [-0.14, -0.14, 0.02], [0.02, 0.00, 0.01], [-0.07, -0.04, -0.04], [0.18, 0.43, 0.75], [0.05, -0.02, -0.12], [0.20, 0.19, -0.20], [0.01, -0.01, 0.02], [0.09, 0.19, 0.17], [0.02, -0.01, -0.01], [-0.27, -0.02, -0.25], [-0.02, 0.19, -0.11], [-0.01, -0.01, 0.01], [0.04, 0.03, -0.02], [0.01, -0.05, 0.00], [0.01, -0.01, -0.03], [0.00, 0.00, -0.02], [0.26, -0.04, -0.07], [0.00, -0.02, 0.00], [0.00, 0.00, 0.01], [0.00, 0.00, 0.00], [-0.09, 0.19, 0.23], [-0.02, -0.09, -0.10], [0.01, 0.03, 0.01], [0.12, 0.12, -0.16], [0.02, 0.00, -0.02], [0.17, -0.12, 0.00], [-0.02, -0.02, 0.00], [-0.02, 0.02, -0.01], [-0.01, 0.00, 0.00], [0.19, 0.08, 0.25], [0.00, 0.01, -0.02], [0.28, -0.36, 0.11], [0.18, 0.03, 0.05], [0.07, 0.09, -0.24], [0.04, -0.06, -0.02], [-0.32, 0.12, 0.20], [-0.05, 0.35, 0.14], [0.01, -0.04, -0.07], [-0.12, 0.07, 0.06], [-0.02, 0.03, 0.00], [0.17, 0.25, -0.02], [0.06, 0.17, 0.10], [-0.01, -0.03, 0.00], [-0.12, -0.07, 0.04], [-0.32, 0.00, -0.05], [0.01, 0.00, -0.09], [-0.20, 0.07, -0.08], [-0.01, 0.02, -0.01], [-0.21, 0.03, -0.05], [-0.02, 0.02, 0.00], [0.16, 0.00, 0.43], [-0.02, -0.02, 0.01], [0.20, -0.17, -0.08], [0.02, 0.31, -0.06], [0.11, 0.06, 0.09], [-0.01, -0.02, 0.00], [-0.03, 0.01, -0.01], [-0.15, -0.09, 0.08], [-0.01, 0.02, -0.01], [0.06, 0.11, -0.35], [0.01, 0.01, -0.01], [0.01, -0.03, 0.28], [0.06, 0.05, -0.28], [-0.23, -0.05, 0.07]],
  "mulliken_charge": [-0.22, -0.24, -0.08, 0.32, 0.88, -0.33, -0.31, -0.30, -0.29, -0.31, -0.21, -0.29, -0.46, -0.82, -0.44, -0.25, -0.49, 0.31, -0.29, -0.12, 0.34, -0.36, -0.47, -0.65, -1.82, -0.88, 0.24, -0.48, -0.32, -0.51, -0.39, -0.48, 0.35, -0.57, -0.35, -0.29, -0.39, -1.33, -0.23, -0.47, -0.28, -0.18, -0.40, -0.39, -0.35, -0.47, -1.23, 0.31, 0.42, -1.31, -0.62, -0.29, -0.54, -0.66, -0.55, -0.54, -1.44, -0.02, -0.66, 0.43, -0.82, -0.26, -0.59, -0.19, -0.51, 0.26, -0.46, -0.03, -0.35, 0.47, 0.06, -0.51, -0.51, -1.15, -0.38, 0.41, -0.54, -0.15, -0.42, 0.45, -0.30, -0.66, -1.10, -0.52, -0.26, -0.39, 0.36, 0.36, 0.28, 0.35, 0.46, 0.41, 0.61, 0.45, 0.51, 0.52, 0.44, 0.39, 0.30, 0.43, 0.43, 0.38, 0.33, 0.36, 0.46, 0.22, 0.40, 0.37, 0.33, 0.29, 0.27, 0.40, -0.07, 0.43, 0.28, 0.46, 0.38, 0.58, 0.46, 0.42, 0.36, 0.53, 0.39, 0.38, 0.38, 0.41, 0.40, 0.43, 0.54, 0.39, 0.02, 0.41, 0.41, 0.41, 0.26, 0.38, 0.32, 0.43, 0.38, 0.22, 0.29, 0.45, 0.34, 0.12, 0.37, 0.32, 0.20, 0.42, 0.48, 0.44, 0.39, 0.33, 0.42, 0.61, 0.44, 0.28, 0.38, 0.37, 0.34, 0.48, 0.36, 0.37, 0.47, 0.35, 0.13, 0.56, 0.36, 0.06, 0.64]
}